Entry from the Open Molecules 2025 dataset: a structure of composition C38H50AsKN2O3Si3 in a non-equilibrium geometry (wB97M-V/def2-TZVPD).

Output
Total energy = -150138.411 eV
Net charge = -2
E_HOMO = -0.82 eV
Energy above the lowest of the compared OMol25 structures with the same formula, charge and spin = 41.24 kcal per mole

Each line ends with the Mulliken charge.
Atoms and positions in Å:
K: 0.0841 2.0857 0.2218  1.03
C: 5.2917 -0.1121 -1.2027  -0.64
O: 4.8385 0.4282 0.0089  -0.31
C: 4.7091 1.8318 -0.0377  -0.29
C: 5.8709 2.5696 0.0211  -0.25
C: 5.8288 3.9546 -0.0058  -0.89
C: 4.5923 4.5627 -0.0749  -0.66
C: 3.3892 3.8589 -0.1348  0.82
C: 2.1847 4.6634 -0.1159  -1.03
N: 1.0106 4.1800 -0.2132  0.36
N: -0.0963 4.9618 -0.1909  -0.81
C: -1.0804 4.5261 0.5700  0.38
O: -0.9905 3.6184 1.4409  -0.90
C: -2.4068 5.1848 0.3702  0.24
C: -2.5751 6.4678 -0.1408  -0.20
C: -3.8433 7.0002 -0.2967  -0.48
C: -4.9646 6.2606 0.0427  -0.46
C: -4.8060 4.9820 0.5518  -0.40
C: -3.5409 4.4556 0.7223  -0.64
C: 3.4012 2.4095 -0.1245  0.45
O: 2.3634 1.6688 -0.1618  -0.60
H: 5.4316 -1.1849 -1.0501  -0.06
H: 6.2482 0.3317 -1.5135  0.55
H: 4.5584 0.0355 -2.0051  0.17
H: 6.8156 2.0424 0.0989  0.46
H: 6.7425 4.5372 0.0216  0.35
H: 4.5574 5.6466 -0.0691  0.28
H: 2.3403 5.7474 0.0300  0.18
H: -1.6989 7.0402 -0.4063  0.45
H: -3.9623 8.0023 -0.6908  0.34
H: -5.9551 6.6790 -0.0936  0.36
H: -5.6722 4.3878 0.8054  0.38
H: -3.4041 3.4637 1.1246  0.55
C: 2.4111 -5.1478 0.8213  -1.38
Si: 3.3240 -3.5230 0.3067  0.69
C: 4.7723 -3.3881 1.5765  -1.18
C: 4.1858 -4.0949 -1.3228  -1.45
As: 2.3593 -1.3977 -0.0312  0.33
Si: 0.6867 -2.1690 -1.4950  0.25
C: 0.0433 -3.9812 -1.5450  -1.00
C: -0.8465 -1.0500 -1.5601  -0.32
C: 1.5767 -1.9625 -3.1926  -1.31
Si: 1.5516 -1.1170 2.1619  0.73
C: 3.0548 -0.2527 2.9653  -0.98
C: 1.2451 -2.7029 3.2241  -1.12
C: 0.0029 -0.0733 2.5553  -0.53
H: 3.0710 -5.8198 1.3632  0.43
H: 2.0422 -5.6774 -0.0497  0.40
H: 1.5575 -4.9510 1.4586  0.30
H: 5.5030 -4.1884 1.4710  0.46
H: 4.3998 -3.4169 2.5975  0.31
H: 5.2889 -2.4397 1.4482  0.18
H: 5.0688 -4.7007 -1.1397  0.48
H: 4.4857 -3.2350 -1.9157  0.32
H: 3.5044 -4.6870 -1.9263  0.37
H: -0.3703 -4.2846 -0.5907  0.17
H: 0.8389 -4.6743 -1.8014  0.37
H: -0.7502 -4.0956 -2.2788  0.40
H: -1.2311 -0.8745 -0.5600  -0.55
H: -1.6613 -1.4775 -2.1357  0.51
H: -0.5831 -0.0938 -2.0054  0.48
H: 2.4079 -2.6597 -3.2698  0.28
H: 1.9845 -0.9555 -3.2515  0.26
H: 0.9261 -2.1110 -4.0514  0.38
H: 3.9220 -0.9055 2.9251  0.22
H: 2.8971 0.0540 3.9958  0.43
H: 3.2901 0.6268 2.3749  0.04
H: 2.0555 -3.4176 3.1484  0.29
H: 0.3315 -3.1984 2.9100  0.14
H: 1.1315 -2.4413 4.2733  0.43
H: -0.8309 -0.3282 1.9118  -0.31
H: 0.1958 0.9906 2.4589  0.31
H: -0.3282 -0.2487 3.5753  0.42
C: -4.2534 -4.8196 -1.1204  -0.41
C: -3.3317 -4.8827 -0.0871  -0.54
C: -3.0182 -3.7486 0.6338  -0.33
C: -3.6010 -2.5080 0.3391  1.05
C: -4.5206 -2.4603 -0.7170  -0.10
C: -4.8468 -3.6001 -1.4226  -0.77
C: -3.2601 -1.3448 1.1416  -1.40
C: -3.5553 -0.0678 0.9001  -0.61
C: -4.2442 0.6808 -0.0249  0.78
C: -3.5778 1.4092 -1.0528  -0.45
C: -4.2466 2.2583 -1.8916  -0.40
C: -5.6176 2.4653 -1.7663  -0.57
C: -6.2863 1.8097 -0.7388  -0.46
C: -5.6353 0.9616 0.1191  -0.40
H: -4.5118 -5.7105 -1.6827  0.34
H: -2.8546 -5.8260 0.1554  0.36
H: -2.2995 -3.8068 1.4462  0.32
H: -4.9797 -1.5126 -0.9621  0.44
H: -5.5756 -3.5493 -2.2248  0.39
H: -2.6803 -1.6056 2.0299  0.14
H: -2.5069 1.2819 -1.1683  0.26
H: -3.6992 2.7833 -2.6690  0.33
H: -6.1410 3.1298 -2.4427  0.34
H: -7.3527 1.9709 -0.6130  0.35
H: -6.1839 0.4786 0.9207  0.38

Atoms 1-2, force components in eV/Å:
K -0.758 -3.021 -0.867
C 0.018 -0.104 -0.233

***

Entry from the Open Molecules 2025 dataset: a cluster of 5 separate species, C38H50F4NO3 in total in a non-equilibrium geometry (wB97M-V/def2-TZVPD).

Output
Total energy = -58711.403 eV
Net charge = +1
E_HOMO = -10.63 eV

Each line ends with the Mulliken charge.
Atoms and positions in Å:
C: -4.2854 -2.1905 0.0373  -1.05
C: -4.4228 -1.7129 -1.4071  -0.60
C: -3.9490 -0.2800 -1.6227  -0.09
O: -4.1873 0.5169 -0.4504  -0.24
C: -4.4102 1.8444 -0.6583  -0.60
N: -3.1788 2.7135 -0.3668  0.26
C: -2.6804 3.6154 -1.4879  -0.55
O: -1.3363 3.7831 -1.2110  -0.35
C: -0.8895 2.4629 -0.8329  0.81
C: 0.5459 2.4386 -0.4420  -1.34
C: 1.2004 1.0662 -0.3141  0.43
C: 1.3024 0.2953 -1.6419  -1.04
C: 1.1824 -1.2174 -1.5016  -0.63
C: -0.1336 -1.7223 -0.8760  0.82
C: 0.0678 -2.9662 0.0196  -0.43
O: -0.2985 -2.8334 1.3743  -0.45
C: 0.2862 -1.7410 2.0427  -0.49
C: -1.9173 2.1315 0.2469  -1.01
H: -4.5056 -3.2548 0.0761  0.40
H: -3.2712 -2.0633 0.4137  0.15
H: -4.9775 -1.6870 0.7046  0.30
H: -3.8085 -2.3542 -2.0345  0.31
H: -5.4645 -1.8100 -1.7046  0.36
H: -4.4687 0.1320 -2.4893  0.42
H: -2.8819 -0.2904 -1.8611  0.05
H: -5.1956 2.1944 0.0102  0.31
H: -4.7214 2.0761 -1.6777  0.44
H: -3.5176 3.3735 0.3280  0.44
H: -2.8830 3.1903 -2.4717  0.33
H: -3.1299 4.6048 -1.4197  0.40
H: -1.1614 1.8265 -1.6875  -0.09
H: 0.6274 2.9165 0.5384  0.38
H: 1.1066 3.0622 -1.1375  0.22
H: 0.7037 0.4918 0.4622  -0.40
H: 2.2083 1.2804 0.0267  0.54
H: 0.5906 0.6975 -2.3654  0.38
H: 2.2875 0.5041 -2.0604  0.43
H: 2.0424 -1.6200 -0.9681  0.03
H: 1.2469 -1.6351 -2.5060  0.47
H: -0.7519 -2.0385 -1.7156  0.38
H: -0.6820 -0.9285 -0.3706  -0.52
H: 1.0907 -3.3372 -0.0966  0.24
H: -0.5732 -3.7492 -0.3821  0.09
H: 1.2632 -1.4757 1.6354  0.20
H: -0.3588 -0.8553 1.9764  0.09
H: 0.3808 -1.9805 3.0978  0.42
H: -1.9322 1.0879 0.5369  0.36
H: -1.7255 2.7639 1.1092  0.39
F: 3.5531 -4.2028 -1.4529  -0.30
C: 4.3422 -4.4390 -0.3799  0.46
C: 4.4229 -3.4811 0.6088  -0.10
C: 5.2286 -3.7236 1.7114  -0.51
C: 5.9415 -4.9103 1.8050  -0.53
C: 5.8449 -5.8587 0.7954  -0.34
C: 5.0366 -5.6282 -0.3082  -0.61
H: 3.8602 -2.5617 0.5081  0.37
H: 5.2992 -2.9843 2.4979  0.38
H: 6.5714 -5.0959 2.6641  0.38
H: 6.4017 -6.7830 0.8655  0.37
H: 4.9426 -6.3559 -1.1029  0.43
F: -1.1632 9.1531 0.3757  -0.31
C: -1.0895 8.6416 -0.8661  0.40
C: -0.9471 7.2765 -1.0165  -0.55
C: -0.8752 6.7494 -2.2982  -0.12
C: -0.9359 7.5875 -3.4041  -0.79
C: -1.0742 8.9576 -3.2267  -0.27
C: -1.1562 9.4940 -1.9497  -0.53
H: -0.8884 6.6426 -0.1405  0.48
H: -0.7632 5.6862 -2.4316  0.49
H: -0.8747 7.1741 -4.4019  0.40
H: -1.1178 9.6138 -4.0850  0.38
H: -1.2695 10.5575 -1.7898  0.43
F: -2.2510 -10.1024 -1.9133  -0.31
C: -1.8330 -9.0728 -1.1545  0.36
C: -1.1744 -8.0218 -1.7602  -0.57
C: -0.7478 -6.9612 -0.9744  -0.20
C: -0.9784 -6.9670 0.3949  -0.50
C: -1.6402 -8.0374 0.9807  -0.42
C: -2.0762 -9.1006 0.2041  -0.41
H: -1.0007 -8.0414 -2.8278  0.42
H: -0.2342 -6.1270 -1.4349  0.39
H: -0.6430 -6.1381 1.0055  0.45
H: -1.8175 -8.0466 2.0476  0.38
H: -2.5982 -9.9421 0.6391  0.42
F: 2.3314 1.8970 2.3845  -0.13
C: 2.7224 2.9444 3.1552  0.46
C: 3.3660 4.0059 2.5545  -0.32
C: 3.7582 5.0769 3.3445  -0.42
C: 3.5087 5.0663 4.7097  -0.58
C: 2.8619 3.9834 5.2889  -0.37
C: 2.4593 2.9096 4.5081  -0.61
H: 3.5586 3.9895 1.4895  0.43
H: 4.2615 5.9200 2.8917  0.38
H: 3.8202 5.9012 5.3220  0.38
H: 2.6714 3.9714 6.3532  0.37
H: 1.9508 2.0568 4.9382  0.41

Atoms 1-2, force components in eV/Å:
C 0.112 -0.228 -0.134
C 0.025 0.187 0.633

***

Which of these has the highest E_HOMO? C38H50AsKN2O3Si3

***

Look up the net charge of the first one. -2